1.
This record from the Open Molecules 2025 dataset describes C18H25Br2N3O3PSZr as an isolated structure. The level of theory is ωB97M-V with the def2-TZVPD basis set.

Each line ends with the Löwdin charge.
CARTESIAN COORDINATES (ANGSTROEM)
Zr: -0.002 -0.067 -0.557  1.840
C: 0.120 -3.684 -0.632  0.002
C: -0.626 -3.084 0.517  -0.258
C: -1.061 -3.914 1.555  0.033
C: -1.763 -3.409 2.619  0.051
C: -2.045 -2.032 2.681  -0.162
C: -2.789 -1.401 3.713  -0.591
Br: -3.486 -2.412 5.136  0.917
C: -3.001 -0.046 3.687  -0.121
C: -2.444 0.736 2.670  -0.578
Br: -2.613 2.610 2.691  0.894
C: -1.715 0.162 1.650  -0.377
O: -1.122 0.882 0.658  -0.331
C: -1.544 -1.233 1.632  -0.144
N: -0.855 -1.756 0.544  -0.006
H: -0.164 -4.726 -0.761  0.107
H: 1.195 -3.669 -0.429  0.111
H: -0.083 -3.153 -1.553  0.054
H: -0.841 -4.971 1.499  0.140
H: -2.101 -4.061 3.414  0.109
H: -3.593 0.422 4.462  0.120
N: 0.611 -1.289 -4.691  0.129
C: 1.844 -1.117 -4.124  -0.012
C: 1.616 -0.957 -2.794  -0.133
N: 0.245 -1.027 -2.556  -0.142
C: -0.323 -1.223 -3.738  -0.117
H: 0.443 -1.451 -5.675  0.191
H: 2.759 -1.129 -4.691  0.147
H: 2.340 -0.853 -2.002  0.104
H: -1.381 -1.344 -3.909  0.159
C: 2.254 2.267 0.066  -0.142
P: 2.436 0.821 1.140  0.697
C: 1.589 1.201 2.675  -0.118
C: 4.136 0.352 1.417  -0.120
O: 1.712 -0.352 0.386  -0.495
H: 2.876 3.093 0.417  0.091
H: 1.212 2.590 0.101  0.048
H: 2.558 2.024 -0.954  0.073
H: 2.082 2.046 3.162  0.093
H: 1.630 0.346 3.351  0.088
H: 0.553 1.469 2.475  0.040
H: 4.692 1.153 1.906  0.089
H: 4.615 0.106 0.468  0.080
H: 4.145 -0.532 2.058  0.085
C: -0.508 3.959 -2.739  -0.199
S: -1.410 2.423 -2.545  1.039
C: -2.530 2.916 -1.236  -0.222
O: -0.365 1.492 -1.832  -0.711
H: -0.179 4.321 -1.767  0.075
H: -1.173 4.685 -3.208  0.089
H: 0.339 3.779 -3.400  0.076
H: -3.163 3.719 -1.617  0.092
H: -1.967 3.252 -0.367  0.045
H: -3.156 2.065 -0.972  0.070

net charge: +3
energy above the lowest of the compared OMol25 structures with the same formula, charge and spin: 118.8 kJ/mol
highest occupied orbital energy: -16.2995 eV
2S+1: 1
frontier orbital gap: 7.015 eV

2.
This record from the Open Molecules 2025 dataset describes one molecule with the formula C12H14N4OS. The level of theory is ωB97M-V with the def2-TZVPD basis set.

Each line ends with the Löwdin charge.
CARTESIAN COORDINATES (ANGSTROEM)
O: 0.658 -0.508 0.729  0.039
C: 0.645 0.473 0.004  -0.566
C: 1.405 0.496 -1.310  -0.361
S: 3.043 1.300 -1.102  0.977
C: 3.925 0.043 -0.285  -0.691
N: 5.239 -0.029 -0.264  0.058
C: 5.471 -1.134 0.470  -0.243
N: 4.386 -1.737 0.890  0.045
N: 3.389 -0.983 0.410  0.021
N: 0.031 1.622 0.318  0.064
C: -0.846 1.743 1.460  -0.155
C: -2.320 1.666 1.029  -0.128
C: -2.549 0.389 0.270  -0.252
C: -2.472 0.369 -1.117  -0.061
C: -2.596 -0.821 -1.813  -0.084
C: -2.796 -2.006 -1.128  -0.089
C: -2.879 -1.995 0.254  -0.075
C: -2.754 -0.806 0.947  -0.041
H: 0.891 1.089 -2.065  0.077
H: 1.560 -0.518 -1.677  0.094
H: 6.457 -1.491 0.683  0.097
H: 2.413 -1.182 0.625  0.112
H: 0.040 2.382 -0.344  0.147
H: -0.610 0.909 2.124  0.125
H: -0.643 2.687 1.971  0.123
H: -2.561 2.527 0.402  0.113
H: -2.945 1.701 1.922  0.117
H: -2.319 1.293 -1.658  0.110
H: -2.533 -0.821 -2.892  0.102
H: -2.888 -2.936 -1.670  0.101
H: -3.034 -2.918 0.793  0.104
H: -2.810 -0.803 2.026  0.118

net charge: 0
SMILES: O=C(CSc1ncn[nH]1)NCCc1ccccc1
energy above the lowest of the compared OMol25 structures with the same formula, charge and spin: 42.4 kJ/mol
highest occupied orbital energy: -8.6839 eV
2S+1: 1
frontier orbital gap: 8.963 eV

3.
This record from the Open Molecules 2025 dataset describes C28H21Cl5N2OSSiTl as an isolated structure. The level of theory is ωB97M-V with the def2-TZVPD basis set.

Each line ends with the Löwdin charge.
CARTESIAN COORDINATES (ANGSTROEM)
Tl: 0.782 0.051 0.697  0.912
Cl: 5.821 5.331 -1.248  0.694
C: 4.517 4.344 -0.732  -0.710
C: 4.695 2.958 -0.593  -0.769
Cl: 6.245 2.377 -0.821  0.753
C: 3.666 2.195 -0.081  -0.533
Cl: 3.979 0.438 0.023  0.645
C: 2.440 2.820 0.385  -0.445
O: 1.493 2.140 0.984  -0.337
C: 2.235 4.198 0.118  -0.627
Cl: 0.647 4.824 0.387  0.727
C: 3.257 4.918 -0.425  -0.673
Cl: 2.973 6.565 -0.912  0.690
C: -1.385 1.600 4.207  0.028
N: 0.075 2.046 4.041  -0.081
C: 0.514 3.322 4.001  -0.083
C: 1.856 3.370 3.936  -0.044
N: 2.264 2.050 3.906  0.094
C: 1.159 1.227 3.896  -0.852
S: 1.187 -0.382 3.610  0.633
H: -1.901 2.210 4.976  0.104
H: -1.510 0.528 4.391  0.073
H: -1.916 1.772 3.247  0.096
H: -0.229 4.101 3.887  0.138
H: 2.571 4.131 3.742  0.127
H: 3.175 1.717 3.704  0.148
C: -1.544 -6.089 0.392  -0.081
C: -1.212 -5.820 -0.897  -0.070
C: -0.838 -4.528 -1.277  -0.060
C: -0.849 -3.481 -0.318  -0.278
C: -1.178 -3.861 0.989  -0.134
C: -1.627 -5.103 1.345  -0.071
Si: -0.700 -1.691 -0.881  0.748
C: 0.014 -1.502 -2.633  -0.310
C: 1.424 -1.379 -2.737  -0.102
C: 2.032 -1.430 -3.997  -0.043
C: 1.220 -1.226 -5.125  -0.058
C: -0.153 -1.179 -4.985  -0.061
C: -0.765 -1.243 -3.721  -0.102
C: -2.355 -0.715 -0.819  -0.311
C: -2.534 0.655 -1.200  -0.093
C: -3.712 1.302 -0.823  -0.080
C: -4.778 0.626 -0.172  -0.059
C: -4.600 -0.750 0.175  -0.055
C: -3.371 -1.395 -0.151  -0.106
H: -1.777 -7.120 0.674  0.123
H: -1.002 -6.605 -1.622  0.120
H: -0.813 -4.297 -2.319  0.098
H: -1.266 -3.028 1.705  0.110
H: -2.049 -5.244 2.366  0.133
H: 1.941 -1.346 -1.796  0.045
H: 3.058 -1.676 -4.030  0.099
H: 1.707 -1.177 -6.071  0.103
H: -0.904 -1.211 -5.832  0.134
H: -1.822 -1.154 -3.645  0.099
H: -1.712 1.148 -1.658  0.093
H: -3.928 2.387 -1.037  0.124
H: -5.792 1.057 0.065  0.124
H: -5.451 -1.282 0.587  0.101
H: -3.272 -2.494 0.118  0.114

net charge: +1
energy above the lowest of the compared OMol25 structures with the same formula, charge and spin: 274.3 kJ/mol
highest occupied orbital energy: -10.5122 eV
2S+1: 1
frontier orbital gap: 6.140 eV

4.
This record from the Open Molecules 2025 dataset describes a 5-piece molecular cluster, C23H50N2O12 overall. The level of theory is ωB97M-V with the def2-TZVPD basis set.

Each line ends with the Löwdin charge.
CARTESIAN COORDINATES (ANGSTROEM)
C: 2.306 -0.795 -0.752  0.059
C: 2.959 0.356 -1.269  -0.086
C: 3.495 1.689 -2.056  -0.207
C: 2.414 2.383 -3.072  -0.160
C: 0.832 2.282 -2.536  -0.201
O: 0.668 2.613 -1.130  -0.042
C: -0.503 3.422 -0.815  -0.275
O: -0.582 3.869 0.470  -0.037
N: -1.642 3.834 -1.710  0.049
C: -2.553 2.693 -2.099  -0.163
O: -2.256 1.501 -1.289  -0.149
N: -3.252 0.602 -1.387  -0.011
O: -3.336 0.140 -2.513  0.044
H: 1.628 -1.698 -0.401  0.059
H: 4.407 1.329 -2.737  0.101
H: 3.964 2.503 -1.328  0.128
H: 2.635 3.522 -3.273  0.122
H: 2.471 1.826 -4.111  0.125
H: 0.506 1.143 -2.673  0.139
H: 0.213 2.903 -3.305  0.126
H: -2.154 4.665 -1.342  0.139
H: -3.704 2.947 -1.937  0.168
H: -2.300 2.430 -3.224  0.140
C: -6.587 -0.345 -2.246  -0.105
O: -7.591 0.467 -1.647  -0.195
C: -8.852 -0.202 -1.564  -0.195
C: -9.119 -0.716 -0.146  -0.193
O: -8.214 -1.768 0.204  -0.194
C: -7.167 -1.319 1.058  -0.118
H: -5.618 0.135 -2.090  0.048
H: -6.556 -1.343 -1.802  0.089
H: -6.769 -0.424 -3.323  0.091
H: -8.912 -1.018 -2.295  0.125
H: -9.621 0.535 -1.820  0.121
H: -10.128 -1.137 -0.109  0.122
H: -9.068 0.102 0.583  0.125
H: -7.562 -1.138 2.062  0.089
H: -6.695 -0.409 0.677  0.085
H: -6.411 -2.105 1.115  0.083
C: 7.304 0.840 -5.352  -0.108
O: 6.854 1.036 -4.016  -0.212
C: 7.231 -0.041 -3.153  -0.194
C: 8.432 0.338 -2.282  -0.191
O: 9.616 0.499 -3.070  -0.196
C: 9.932 1.869 -3.295  -0.111
H: 7.170 1.776 -5.900  0.089
H: 8.360 0.563 -5.388  0.084
H: 6.701 0.062 -5.835  0.088
H: 7.436 -0.952 -3.729  0.127
H: 6.374 -0.242 -2.501  0.113
H: 8.627 -0.478 -1.578  0.124
H: 8.224 1.243 -1.698  0.125
H: 10.318 2.316 -2.374  0.087
H: 9.062 2.434 -3.643  0.083
H: 10.708 1.920 -4.062  0.089
C: -2.556 1.536 2.097  -0.108
O: -3.823 0.893 2.174  -0.202
C: -3.713 -0.480 2.560  -0.191
C: -4.075 -0.674 4.035  -0.192
O: -3.110 -0.058 4.894  -0.196
C: -3.570 1.182 5.420  -0.111
H: -2.721 2.613 2.006  0.089
H: -1.952 1.351 2.988  0.088
H: -2.018 1.189 1.208  0.069
H: -2.708 -0.867 2.348  0.128
H: -4.425 -1.041 1.946  0.100
H: -4.065 -1.746 4.261  0.122
H: -5.083 -0.296 4.245  0.123
H: -4.333 1.000 6.182  0.085
H: -3.975 1.830 4.637  0.084
H: -2.723 1.690 5.888  0.089
C: 3.597 -2.065 2.717  -0.113
O: 2.584 -2.922 2.202  -0.218
C: 2.900 -4.305 2.382  -0.196
C: 2.122 -4.906 3.556  -0.195
O: 2.551 -4.350 4.804  -0.197
C: 1.643 -3.373 5.300  -0.109
H: 3.206 -1.045 2.738  0.090
H: 3.889 -2.347 3.731  0.082
H: 4.473 -2.090 2.060  0.087
H: 3.980 -4.447 2.514  0.125
H: 2.603 -4.822 1.463  0.121
H: 2.325 -5.981 3.600  0.121
H: 1.042 -4.774 3.420  0.124
H: 0.739 -3.863 5.672  0.086
H: 1.377 -2.640 4.532  0.084
H: 2.124 -2.848 6.129  0.089

net charge: 0
SMILES: C#CCCCOC(=O)NCON=O.COCCOC.COCCOC.COCCOC.COCCOC
highest occupied orbital energy: -8.9964 eV
2S+1: 1
frontier orbital gap: 8.136 eV